1.
Here is 9 unconnected molecules or ions with the total composition C26H52Cl2O24 at a distorted geometry from the OMol25 dataset. Energies are from the ωB97M-V functional and the def2-TZVPD basis.

Geometry as XYZ:
```
104
Properties=species:S:1:pos:R:3:forces:R:3
C -3.542045 -5.205310 -7.185728 -0.206 -0.497 -0.413
O -2.916412 -4.533714 -6.101148 0.411 -0.083 -0.674
C -3.046901 -5.119047 -4.910029 1.479 4.093 -0.653
O -3.735755 -6.003198 -4.630988 -2.400 -4.001 0.658
O -2.355780 -4.383434 -4.045414 1.005 -0.517 1.098
C -2.168523 -5.111570 -2.777339 -0.004 -0.354 -2.011
H -3.684841 -6.270660 -6.963591 0.189 0.308 -0.115
H -2.960351 -5.058903 -8.100172 0.251 -0.071 0.409
H -4.509339 -4.775944 -7.387000 -0.497 0.221 0.152
H -3.117149 -5.193893 -2.312597 -0.873 -0.592 0.400
H -1.593209 -4.483115 -2.171246 1.096 0.820 0.684
H -1.670374 -6.079994 -3.016842 -0.510 0.700 0.509
C 2.595792 3.595718 -1.098180 -0.553 -0.166 -0.127
O 2.439296 2.364809 -1.832243 -0.798 -0.029 0.050
C 1.305300 2.298678 -2.616560 4.415 -2.448 0.789
O 0.610641 3.183968 -2.859452 -3.194 3.565 -0.507
O 1.291673 1.107040 -3.175467 0.455 -0.347 0.080
C 0.179761 0.929488 -4.051832 -0.294 -1.585 0.490
H 3.335054 4.216455 -1.582468 0.182 0.217 -0.328
H 2.977229 3.331828 -0.112864 -0.234 0.044 0.031
H 1.633123 4.129985 -1.065615 0.513 -0.236 0.254
H 0.188959 1.649128 -4.875390 -0.207 -0.183 0.297
H -0.692648 0.919778 -3.396762 -0.394 0.567 -0.553
H 0.275119 -0.122794 -4.370600 0.082 0.630 -0.343
C -4.972550 0.107120 -2.618418 0.570 0.100 0.230
O -3.761704 0.927269 -2.509405 -2.398 -1.633 -0.162
C -3.768867 1.765637 -1.492020 2.001 -0.212 -1.047
O -4.607909 2.048401 -0.712770 -1.723 0.159 1.099
O -2.542331 2.240647 -1.536591 1.158 0.964 0.819
C -2.195874 3.216950 -0.569415 1.268 0.756 0.030
H -4.894283 -0.240471 -3.621225 -0.473 -0.147 -0.845
H -5.893869 0.647459 -2.387376 0.344 0.212 -0.268
H -4.944042 -0.783551 -1.989958 0.414 0.203 0.334
H -1.237053 3.644090 -0.947635 -0.605 -0.507 0.661
H -2.133679 2.859612 0.471510 0.261 -0.403 -0.540
H -2.896631 4.024995 -0.518495 -0.696 0.423 -0.295
C -0.748887 2.653211 4.328553 -1.046 -0.443 -1.602
O 0.212589 1.624808 4.534824 -0.656 -0.392 -0.471
C -0.184694 0.382307 4.150422 -0.080 -0.095 0.768
O -1.308331 -0.060114 4.021144 0.980 1.024 -0.094
O 0.938503 -0.310430 4.020424 0.205 -0.452 0.198
C 0.763836 -1.695082 3.705269 -0.352 -0.747 -0.729
H -0.881875 2.835763 3.238242 0.439 -0.011 0.457
H -0.398194 3.557854 4.783791 0.122 0.218 0.478
H -1.755717 2.343634 4.618437 0.244 0.099 0.638
H 0.218832 -2.250657 4.463840 0.175 0.260 0.545
H 1.757943 -2.152073 3.537133 -0.709 0.555 0.022
H 0.085587 -1.769435 2.841528 0.583 -0.033 -0.118
C -3.012581 -0.499812 1.145496 -0.201 0.004 0.782
O -3.840889 -1.623902 1.609839 1.532 1.719 -0.555
C -4.108762 -2.541041 0.712852 -0.897 -0.067 1.260
O -3.676657 -2.662584 -0.387828 0.401 -0.330 -1.292
O -5.023780 -3.281569 1.328064 -0.708 -1.326 0.062
C -5.660257 -4.345465 0.629407 0.170 -0.217 -0.571
H -2.868131 -0.445354 0.051465 -0.339 -0.266 0.612
H -2.048106 -0.543408 1.659480 -0.133 -0.234 -0.206
H -3.548460 0.353098 1.569019 0.178 0.118 -0.483
H -6.569459 -4.575102 1.159319 -0.377 0.268 0.175
H -5.101464 -5.286175 0.617499 0.445 0.343 0.030
H -5.874840 -4.052399 -0.399931 -0.022 -0.034 0.081
C 0.505085 -2.555650 -2.063337 0.146 -0.483 -1.131
O 0.116533 -1.322160 -1.529507 -0.347 1.552 1.084
C 0.909163 -0.832370 -0.542956 -1.358 -0.241 -0.926
O 1.901723 -1.382986 -0.196321 1.434 -0.102 0.885
O 0.352415 0.273523 -0.060210 0.350 0.250 -0.232
C 1.018371 1.023144 0.989061 -0.469 -0.551 0.006
H 1.583894 -2.519339 -2.315986 -0.643 -0.337 0.062
H -0.133217 -2.656433 -2.970429 0.638 -0.139 0.545
H 0.277604 -3.377872 -1.373125 0.257 0.177 -0.077
H 1.172375 0.414476 1.863455 0.501 -0.617 0.017
H 0.228610 1.679130 1.302824 0.022 0.911 -0.164
H 1.948066 1.534344 0.700280 -0.530 -0.267 -0.235
C -1.780138 6.684686 2.342701 0.457 0.031 0.649
O -1.229657 5.532462 1.645734 0.092 0.021 0.084
C 0.023985 5.153089 1.867403 0.998 0.664 1.345
O 0.584956 4.220882 1.347095 -0.802 0.682 0.053
O 0.622104 5.955650 2.833217 -0.773 -0.271 -1.329
C 2.016893 5.780457 2.983617 1.175 -1.317 0.734
H -2.512719 6.347290 3.090380 0.341 -0.012 -0.315
H -2.253092 7.316459 1.620359 -0.426 0.038 -0.598
H -0.993039 7.287233 2.814295 -0.360 -0.446 -0.089
H 2.452592 5.359767 2.048905 -0.169 0.534 0.693
H 2.148314 5.002225 3.789209 0.209 0.785 -0.745
H 2.518323 6.726715 3.308465 -0.763 -0.723 -0.450
C 4.251592 -0.919741 2.308233 0.103 -1.215 0.170
O 3.935276 -2.115046 3.161619 0.434 2.248 -1.168
C 4.970020 -2.925159 3.232996 -1.662 -1.822 0.789
O 6.000834 -2.878934 2.652836 1.440 0.536 -0.558
O 4.580098 -3.948573 4.030775 0.746 0.247 0.261
C 5.627251 -4.899368 4.311499 -0.738 -0.170 -0.441
H 4.660091 -1.256749 1.347390 -0.328 0.006 0.305
H 5.003724 -0.306050 2.784058 0.050 -0.017 0.323
H 3.332970 -0.378077 2.176554 -0.337 -0.002 0.039
H 5.711150 -5.577679 3.465827 0.251 0.036 -0.156
H 5.246476 -5.480767 5.140854 0.191 0.072 0.328
H 6.580057 -4.414206 4.503311 -0.071 -0.002 0.124
Cl 5.536223 1.632621 0.677744 0.073 0.257 0.049
C 5.315426 0.960052 -0.946340 0.081 -0.621 -0.976
C 5.604510 1.974675 -2.075962 0.399 -2.298 0.635
Cl 7.334996 2.273704 -2.231553 0.363 0.217 -0.117
H 4.290740 0.654276 -1.045201 -0.726 0.177 0.123
H 5.855720 -0.003013 -0.994445 0.291 0.806 -0.151
H 5.107018 2.856899 -1.836226 -0.612 1.613 0.298
H 5.220649 1.606879 -3.026057 0.083 -0.139 0.080
```
Positions in Å, forces in eV/Å.

Gap between HOMO and LUMO = 11.036 eV
Charge = 0
Calculated total energy = -101988.9680 eV
Energy above the lowest of the compared OMol25 structures with the same formula, charge and spin = 0.0 kJ/mol
Spin multiplicity = 1
SMILES string = COC(=O)OC.COC(=O)OC.COC(=O)OC.COC(=O)OC.COC(=O)OC.COC(=O)OC.COC(=O)OC.COC(=O)OC.ClCCCl

***

2.
Here is a molecular structure, C40H31BrIrN6O2S at a distorted geometry from the OMol25 dataset. Energies are from the ωB97M-V functional and the def2-TZVPD basis.

Geometry as XYZ:
```
82
Properties=species:S:1:pos:R:3:forces:R:3
Ir -0.152309 -0.772987 0.633886 -0.110 -0.338 0.071
C 0.499747 -5.144033 0.940294 -0.015 0.025 -0.143
C -0.078855 -3.885925 0.759454 0.216 -0.021 -0.009
N 0.637943 -2.768430 0.713652 -0.228 0.007 1.007
C 1.990851 -2.880368 0.811357 -0.072 -0.029 -0.113
C 2.651644 -4.098230 0.968531 0.064 -0.003 -0.072
C 1.860389 -5.254300 1.056994 0.056 -0.064 0.036
C 4.090003 -4.112661 0.992966 -0.044 0.035 0.005
C 4.799396 -2.977375 0.817014 -0.022 0.031 0.002
C 4.134618 -1.715019 0.644818 0.095 -0.033 0.055
C 4.795750 -0.490563 0.442897 -0.002 -0.019 0.001
C 4.059057 0.658888 0.294870 -0.021 -0.004 0.053
C 2.666448 0.600593 0.396328 0.148 -0.118 -0.129
N 2.031017 -0.544437 0.596573 0.190 0.472 -0.644
C 2.742549 -1.684081 0.685768 -0.124 0.027 0.121
H -0.138251 -6.015287 0.970841 -0.023 0.018 0.015
H -1.143483 -3.796281 0.642145 -0.066 -0.035 0.108
H 2.331577 -6.218781 1.199588 -0.013 -0.001 -0.007
H 4.592077 -5.059704 1.140007 -0.005 -0.008 -0.036
H 5.881164 -2.997036 0.804145 -0.001 -0.007 0.016
H 5.877636 -0.466424 0.404537 -0.004 0.011 -0.021
H 4.532458 1.614035 0.118284 -0.011 0.004 -0.004
H 2.064540 1.494060 0.311344 -0.022 0.004 -0.002
Br -1.890929 -1.644233 -1.075829 0.616 0.047 -0.053
C -3.027498 -2.479542 0.182262 -0.237 0.030 0.002
C -4.065671 -3.230808 -0.272065 -0.079 0.012 -0.027
C -4.946400 -3.794568 0.674364 0.054 0.010 -0.018
C -4.728790 -3.581089 2.003145 0.034 0.019 0.023
C -3.610063 -2.840763 2.466178 -0.028 -0.064 -0.052
C -3.360455 -2.704636 3.848564 -0.073 -0.031 0.052
C -2.243920 -2.059177 4.273893 0.111 -0.008 -0.052
C -1.329896 -1.505824 3.346627 -0.238 -0.238 -0.002
C -1.544878 -1.558994 1.991693 -0.059 0.417 0.169
C -2.708449 -2.260228 1.532941 -0.038 0.171 0.097
H -4.221403 -3.384674 -1.331634 -0.034 0.030 0.007
H -5.784041 -4.387374 0.335398 -0.011 0.019 -0.001
H -5.407063 -3.991949 2.739998 0.016 -0.024 0.000
H -4.054786 -3.144274 4.553062 -0.012 0.021 -0.005
H -2.032352 -1.973598 5.331545 0.030 -0.001 -0.007
H -0.441252 -1.054151 3.745101 0.027 -0.032 0.077
S 0.684252 0.648855 2.586673 0.269 -0.242 -0.461
C -0.263782 1.861045 3.376406 -0.540 -0.246 0.005
N 0.123960 2.291120 4.576977 0.124 0.073 0.083
C -0.761715 3.344561 5.091944 0.016 0.009 -0.039
C -1.753729 3.526595 3.922201 0.039 -0.064 0.021
N -1.337109 2.485857 2.972106 -0.074 -0.076 0.552
H 0.889783 1.892485 5.091184 0.013 -0.028 -0.026
H -0.197466 4.249633 5.304519 -0.008 0.012 -0.005
H -1.252616 3.015133 6.005852 0.004 -0.029 -0.002
H -1.669881 4.507932 3.458323 0.022 -0.006 -0.026
H -2.789593 3.375126 4.216733 0.011 -0.018 0.038
H -1.764200 2.374280 2.041918 0.156 0.024 -0.140
O -2.036935 2.639987 0.533972 -0.261 -0.075 -0.347
C -1.352984 2.182379 -0.361217 0.013 -0.171 -0.189
N -1.212747 2.707720 -1.596548 -0.015 -0.076 0.084
C -0.277716 1.986580 -2.443165 0.264 0.184 -0.359
C -0.024658 0.804326 -1.530575 0.069 -0.082 0.110
O 0.600336 -0.242823 -1.744196 -0.144 0.229 -0.124
N -0.583928 1.003443 -0.318405 0.099 0.307 -0.006
C -0.839756 1.613172 -3.813773 -0.087 -0.051 0.094
C -0.206017 0.639356 -4.580596 -0.049 -0.070 0.052
C -0.663422 0.352413 -5.856726 0.020 0.017 -0.007
C -1.742634 1.046331 -6.387179 -0.011 -0.042 0.018
C -2.380873 2.008374 -5.622482 0.027 0.054 -0.008
C -1.928140 2.295372 -4.341181 -0.042 -0.028 0.012
C 1.040773 2.769462 -2.629457 -0.056 -0.004 0.088
C 0.996594 4.155862 -2.724827 0.021 0.011 0.070
C 2.159981 4.884145 -2.919271 -0.021 0.006 -0.065
C 3.379389 4.233392 -3.040347 0.007 -0.005 0.046
C 3.427154 2.850908 -2.953482 -0.009 -0.017 -0.040
C 2.263243 2.118283 -2.755996 0.007 0.004 0.099
H -1.706968 3.543361 -1.854360 0.061 0.056 0.050
H 0.634751 0.092069 -4.176887 0.033 0.028 -0.032
H -0.169840 -0.412456 -6.441551 0.013 0.022 -0.009
H -2.082592 0.837958 -7.392518 -0.020 -0.025 0.014
H -3.230015 2.545833 -6.022840 0.015 0.016 0.001
H -2.440947 3.058965 -3.771030 -0.027 -0.020 -0.008
H 0.055692 4.686060 -2.651201 0.006 0.005 0.008
H 2.110320 5.962774 -2.985380 0.000 -0.005 -0.024
H 4.284373 4.801655 -3.207652 0.000 0.000 0.018
H 4.373295 2.333322 -3.050667 -0.008 0.003 -0.029
H 2.318242 1.039376 -2.696839 -0.002 -0.010 -0.037
```
Positions in Å, forces in eV/Å.

Gap between HOMO and LUMO (alpha / beta) = 6.404 / 5.903 eV
Charge = +2
Calculated total energy = -138724.1987 eV
Energy above the lowest of the compared OMol25 structures with the same formula, charge and spin = 215.6 kJ/mol
Spin multiplicity = 2
⟨S²⟩ = 0.756

***

3.
Here is a single C2H2BrP molecule at a distorted geometry from the OMol25 dataset. Energies are from the ωB97M-V functional and the def2-TZVPD basis.

Geometry as XYZ:
```
6
Properties=species:S:1:pos:R:3:forces:R:3
Br 2.480700 0.925675 0.982326 -1.532 0.255 -0.492
C 0.523653 0.688526 -0.268031 -1.893 2.937 2.671
C -0.622816 0.309307 0.398374 -0.187 -2.038 2.560
P -1.158509 1.681857 -0.392001 2.003 -1.009 0.378
H 1.122652 0.272216 -0.929461 2.051 -1.823 -3.321
H -0.709923 -0.504131 1.233936 -0.441 1.679 -1.796
```
Positions in Å, forces in eV/Å.

Gap between HOMO and LUMO = 7.912 eV
Charge = 0
Calculated total energy = -81434.1559 eV
Energy above the lowest of the compared OMol25 structures with the same formula, charge and spin = 174.4 kJ/mol
Spin multiplicity = 1
SMILES string = Br[C@H]1C=P1

***

4.
Here is a molecular structure, C2HBrCl2F2 at a distorted geometry from the OMol25 dataset. Energies are from the ωB97M-V functional and the def2-TZVPD basis.

Geometry as XYZ:
```
8
Properties=species:S:1:pos:R:3:forces:R:3
C -0.757524 -0.252818 -0.789853 0.150 1.949 0.865
C 0.375460 0.662484 -0.453259 -1.274 -0.766 -2.621
F -0.714082 -1.326717 -0.017355 0.525 -2.309 0.377
F 1.218142 1.017107 -1.395538 0.492 0.240 -1.181
Cl -2.171651 0.599725 -0.140844 -1.233 0.605 -0.373
Cl 1.917761 -0.927860 3.468622 0.025 -0.146 0.167
Br 1.021942 0.719791 1.159960 1.227 0.417 3.118
H -0.890048 -0.491712 -1.831732 0.088 0.011 -0.353
```
Positions in Å, forces in eV/Å.

Gap between HOMO and LUMO (alpha / beta) = 9.244 / 7.335 eV
Charge = 0
Calculated total energy = -102608.3277 eV
Energy above the lowest of the compared OMol25 structures with the same formula, charge and spin = 92.9 kJ/mol
Spin multiplicity = 3
⟨S²⟩ = 2.006